1.
A 2-piece molecular cluster, C3H5BrO overall at a distorted geometry, computed with the ωB97M-V functional and the def2-TZVPD basis.

The calculation puts the max |F| at 2.5 eV/Å. Its HOMO-LUMO gap is 0.3540 hartree. The value obtained for the highest occupied orbital energy is -9.23 eV.

Each line ends with the Mulliken charge.
Element x y z (Å)
H (-0.687, -1.376, -0.857)  0.303
C (-1.934, -0.006, 0.153)  -0.367
Br (2.648, -0.965, -0.113)  -0.224
H (-0.561, -1.249, 0.985)  0.254
O (1.976, 1.699, -0.185)  -0.170
C (-1.045, -0.980, 0.056)  -0.645
H (-2.508, 0.300, -0.748)  0.232
H (2.695, 1.579, -0.862)  0.325
H (-2.241, 0.326, 1.135)  0.233
C (1.657, 0.672, 0.436)  0.058

2.
One molecule with the formula C3H5BrOS at a distorted geometry, computed with the ωB97M-V functional and the def2-TZVPD basis.

The calculation puts the max |F| at 3.7 eV/Å. Its HOMO-LUMO gap is 0.3284 hartree. The value obtained for the highest occupied orbital energy is -9.47 eV.

Each line ends with the Mulliken charge.
Element x y z (Å)
C (-1.885, 0.620, 0.002)  -0.915
C (-0.409, 0.351, -0.285)  0.303
H (-2.118, 1.737, 0.525)  0.252
O (2.984, -1.913, 0.748)  -0.452
S (2.465, -1.112, -0.398)  0.409
H (0.251, -1.507, 0.775)  0.314
H (-2.160, -0.327, 0.513)  0.285
H (-0.103, 1.044, -1.032)  0.316
H (-2.462, 0.643, -1.014)  0.262
C (0.389, -0.609, 0.214)  -0.635
Br (3.048, 1.074, -0.048)  -0.139

3.
C3H5CaO3 as an isolated structure at a distorted geometry, computed with the ωB97M-V functional and the def2-TZVPD basis.

The expectation value of S² is 0.762. The calculation puts the max |F| at 5.1 eV/Å. Its HOMO-LUMO gap (spin up / spin down) is 0.3354 / 0.2908 hartree. The value obtained for the highest occupied orbital energy (spin up / spin down) is -18.23 / -19.01 eV. The multiplicity is 2. Its net charge is +2.

Each line ends with the Mulliken charge.
Element x y z (Å)
O (0.971, -1.686, 1.439)  -0.380
H (-1.805, 0.715, -0.265)  0.331
C (0.060, 0.057, -1.058)  -0.078
O (-0.941, 1.463, 0.938)  -0.717
H (0.417, 1.376, -1.348)  0.311
H (-0.331, -0.782, -1.643)  0.483
Ca (0.304, 0.403, 2.215)  1.702
H (-1.337, 1.670, -1.555)  0.450
C (-0.871, 1.148, -0.700)  -0.309
O (0.909, -0.300, -0.064)  -0.163
C (1.283, -1.589, 0.174)  -0.057
H (1.341, -2.477, 1.867)  0.427

4.
One molecule with the formula C3H5Cl2N at a distorted geometry, computed with the ωB97M-V functional and the def2-TZVPD basis.

The calculation puts the max |F| at 5.0 eV/Å. Its structure (SMILES) is ClC(Cl)[C@H]1CN1. Its HOMO-LUMO gap is 0.4043 hartree. The value obtained for the highest occupied orbital energy is -10.16 eV.

Each line ends with the Mulliken charge.
Element x y z (Å)
H (0.651, -1.789, -0.614)  0.378
Cl (-1.739, -0.906, 0.069)  -0.185
H (2.305, 0.866, -0.718)  0.187
C (-0.414, 0.071, -0.524)  -0.007
Cl (-0.243, 1.685, 0.130)  -0.162
C (2.210, -0.319, -0.535)  -0.421
N (1.521, -0.551, 0.946)  -0.529
H (1.983, -1.394, 1.281)  0.244
H (2.927, -1.153, -0.766)  0.291
H (-0.761, 0.265, -1.543)  0.278
C (0.860, -0.783, -0.217)  -0.073

5.
One molecule with the formula C3H5Cl2OP at a distorted geometry, computed with the ωB97M-V functional and the def2-TZVPD basis.

The calculation puts the max |F| at 3.4 eV/Å. Its structure (SMILES) is O=[PH2][C@@H](Cl)/C=C/Cl. Its HOMO-LUMO gap is 0.3428 hartree. The value obtained for the highest occupied orbital energy is -8.68 eV.

Each line ends with the Mulliken charge.
Element x y z (Å)
P (-0.345, -0.906, -1.087)  0.319
H (2.110, 0.218, 0.098)  0.314
H (0.003, -0.579, -2.292)  0.065
C (1.341, 0.244, 0.851)  0.043
H (-0.548, 1.469, -1.062)  0.336
H (-1.466, -1.674, -1.265)  0.076
Cl (-2.552, 0.594, 0.138)  -0.171
O (0.637, -1.470, -0.148)  -0.490
C (0.079, 0.763, 0.893)  -0.769
H (-0.526, 0.737, 1.770)  0.247
Cl (2.099, -0.085, 2.379)  -0.180
C (-0.831, 0.691, -0.275)  0.210

6.
A 2-piece molecular cluster, C3H5ClF2 overall at a distorted geometry, computed with the ωB97M-V functional and the def2-TZVPD basis.

The calculation puts the max |F| at 2.4 eV/Å. Its HOMO-LUMO gap (spin up / spin down) is 0.2902 / 0.3475 hartree. The value obtained for the highest occupied orbital energy (spin up / spin down) is -8.14 / -9.03 eV.

Each line ends with the Mulliken charge.
Element x y z (Å)
F (-0.135, -0.057, -2.381)  -0.147
Cl (-1.147, 2.438, -2.387)  -0.140
H (0.136, -2.012, 0.450)  0.249
H (0.687, -1.682, 2.067)  0.285
H (0.276, 1.191, -0.815)  0.251
C (0.037, 1.158, -1.892)  0.030
C (-0.477, -0.158, 1.097)  -0.262
C (0.523, -1.211, 1.083)  -0.696
F (0.044, 1.016, 1.505)  -0.243
H (-1.360, -0.097, 0.361)  0.396
H (1.416, -0.585, 0.912)  0.274

7.
C3H5ClFN as an isolated structure at a distorted geometry, computed with the ωB97M-V functional and the def2-TZVPD basis.

The calculation puts the max |F| at 4.5 eV/Å. Its HOMO-LUMO gap is 0.3803 hartree. The value obtained for the highest occupied orbital energy is -9.54 eV.

Each line ends with the Mulliken charge.
Element x y z (Å)
N (-0.797, -0.894, 1.183)  -0.214
H (-0.728, 0.028, -0.737)  0.277
H (-0.993, 1.072, 0.693)  0.322
H (2.941, -0.539, 0.300)  0.281
F (-1.063, -2.149, 0.611)  -0.186
C (1.151, -0.949, 1.247)  0.526
Cl (1.542, -1.614, 2.720)  -0.125
C (1.865, -0.504, 0.251)  -0.641
C (-1.209, 0.103, 0.246)  -0.713
H (-2.285, -0.004, 0.108)  0.291
H (1.434, -0.094, -0.644)  0.183

8.
One molecule with the formula C3H5ClFN3 at a distorted geometry, computed with the ωB97M-V functional and the def2-TZVPD basis.

The calculation puts the max |F| at 3.5 eV/Å. Its structure (SMILES) is CN1N=CN(F)[C@@H]1Cl. Its HOMO-LUMO gap is 0.3348 hartree. The value obtained for the highest occupied orbital energy is -8.68 eV.

Each line ends with the Mulliken charge.
Element x y z (Å)
C (1.657, 0.997, -0.189)  -0.829
C (-1.623, 0.180, 0.827)  -0.133
H (1.532, 2.173, -0.286)  0.272
N (0.242, 0.538, -0.085)  0.409
H (1.948, 0.715, -1.198)  0.324
Cl (0.949, -2.064, 0.195)  -0.245
N (-1.610, -0.779, -0.210)  0.064
H (0.085, -0.930, -1.666)  0.352
H (-2.474, 0.428, 1.491)  0.403
C (-0.159, -0.760, -0.625)  -0.152
N (-0.602, 0.965, 0.891)  -0.608
H (2.176, 0.622, 0.719)  0.329
F (-2.121, -2.084, 0.134)  -0.187

9.
One molecule with the formula C3H5ClN2 at a distorted geometry, computed with the ωB97M-V functional and the def2-TZVPD basis.

The calculation puts the max |F| at 7.1 eV/Å. Its structure (SMILES) is N/N=C/C=C\Cl. Its HOMO-LUMO gap is 0.3122 hartree. The value obtained for the highest occupied orbital energy is -8.61 eV.

Each line ends with the Mulliken charge.
Element x y z (Å)
H (-0.268, -3.365, -0.115)  0.238
H (-1.531, -3.061, 0.920)  0.277
C (0.986, 1.465, 0.005)  -0.230
C (0.742, -1.092, -0.423)  0.276
H (1.721, 2.275, 0.327)  0.321
N (-0.436, -1.400, -0.051)  -0.097
Cl (-0.709, 1.867, 0.407)  -0.149
H (2.499, -0.012, -0.664)  0.182
N (-0.990, -2.732, -0.055)  -0.583
H (1.364, -1.951, -0.960)  0.180
C (1.312, 0.176, -0.530)  -0.416

10.
One molecule with the formula C3H5ClN2 at a distorted geometry, computed with the ωB97M-V functional and the def2-TZVPD basis.

The calculation puts the max |F| at 5.5 eV/Å. Its structure (SMILES) is Cc1[nH][nH]c1Cl. Its HOMO-LUMO gap is 0.2919 hartree. The value obtained for the highest occupied orbital energy is -7.34 eV.

Each line ends with the Mulliken charge.
Element x y z (Å)
H (1.104, -1.367, 1.522)  0.229
H (1.975, -1.428, -0.190)  0.288
H (0.745, 1.246, -1.241)  0.306
C (0.095, -0.505, -0.110)  0.095
N (-1.148, 1.101, -0.492)  -0.271
C (1.397, -0.819, 0.553)  -0.881
N (-0.012, 0.510, -0.997)  -0.234
H (1.944, 0.125, 0.740)  0.293
Cl (-2.878, -0.248, 0.967)  -0.160
H (-1.876, 1.143, -1.331)  0.285
C (-1.345, 0.243, 0.578)  0.050

11.
One molecule with the formula C3H5ClN2O at a distorted geometry, computed with the ωB97M-V functional and the def2-TZVPD basis.

The calculation puts the max |F| at 3.8 eV/Å. Its structure (SMILES) is N/C=C(Cl)\C=N/O. Its HOMO-LUMO gap is 0.3146 hartree. The value obtained for the highest occupied orbital energy is -7.83 eV.

Each line ends with the Mulliken charge.
Element x y z (Å)
C (-0.099, -0.930, -1.124)  -0.194
H (1.237, -2.429, -1.494)  0.211
H (1.650, -1.503, -0.118)  0.211
N (0.962, -1.702, -0.830)  -0.407
N (0.049, 1.396, 1.693)  -0.405
O (-0.236, 2.475, 0.906)  -0.344
C (-0.592, 0.114, -0.379)  0.237
Cl (-1.926, 0.952, -1.051)  -0.219
H (-0.692, -1.226, -1.963)  0.342
H (-0.071, -0.592, 1.729)  0.374
H (-0.016, 3.158, 1.580)  0.381
C (-0.265, 0.287, 1.051)  -0.187

12.
One molecule with the formula C3H5ClN4 at a distorted geometry, computed with the ωB97M-V functional and the def2-TZVPD basis.

The calculation puts the max |F| at 4.1 eV/Å. Its HOMO-LUMO gap (spin up / spin down) is 0.2523 / 0.2521 hartree. The value obtained for the highest occupied orbital energy (spin up / spin down) is -7.49 / -7.48 eV.

Each line ends with the Mulliken charge.
Element x y z (Å)
N (0.648, 0.263, 0.606)  -0.893
H (-1.230, 0.329, -1.956)  0.300
H (-1.835, -0.001, 2.699)  0.261
C (-2.412, -0.456, 0.640)  -0.187
C (-1.548, 0.037, 1.629)  -0.216
H (1.815, -0.756, -1.024)  0.327
N (0.170, 0.156, -0.641)  1.454
H (0.156, 0.516, 2.561)  0.288
Cl (-3.632, -1.515, 1.109)  -0.130
N (0.942, -0.506, -1.506)  -0.715
C (-0.295, 0.527, 1.526)  0.014
H (1.123, -0.055, -2.339)  0.233
N (-0.938, 0.648, -0.972)  -0.738

13.
A 2-piece molecular cluster, C3H5ClNO5S overall at a distorted geometry, computed with the ωB97M-V functional and the def2-TZVPD basis.

The calculation puts the max |F| at 5.0 eV/Å. Its HOMO-LUMO gap (spin up / spin down) is 0.2692 / 0.2877 hartree. The value obtained for the highest occupied orbital energy (spin up / spin down) is -4.40 / -4.90 eV. Its net charge is -1.

Each line ends with the Mulliken charge.
Element x y z (Å)
S (2.417, -0.004, -0.245)  1.195
C (3.101, -2.835, 0.388)  0.057
C (-1.326, -1.018, 2.424)  -0.693
H (1.618, -1.745, 0.909)  0.168
N (2.525, -1.665, 0.531)  -0.214
C (-1.281, -0.408, 0.220)  0.084
Cl (-2.669, 0.595, -0.021)  -0.216
O (1.486, -0.432, -1.311)  -0.664
H (-2.257, -0.578, 2.599)  0.347
O (2.767, -3.974, 0.689)  -0.626
H (-0.678, -0.483, -0.717)  0.338
H (4.080, -2.804, -0.107)  0.334
O (-0.767, -0.943, 1.235)  -0.092
H (-1.049, -1.861, 3.076)  0.221
O (1.788, 0.715, 0.842)  -0.616
O (3.693, 0.408, -0.718)  -0.622

14.
C3H5ClO as an isolated structure at a distorted geometry, computed with the ωB97M-V functional and the def2-TZVPD basis.

The calculation puts the max |F| at 4.4 eV/Å. Its HOMO-LUMO gap is 0.3975 hartree. The value obtained for the highest occupied orbital energy is -9.88 eV.

Each line ends with the Mulliken charge.
Element x y z (Å)
H (-1.095, -0.172, 1.559)  0.304
C (1.018, -0.357, 0.793)  -0.423
H (-0.791, -2.255, -0.128)  0.217
H (1.204, -0.976, 1.741)  0.193
C (-0.448, -1.200, -0.358)  -0.428
H (-0.800, -0.900, -1.397)  0.210
O (0.980, -1.344, -0.280)  -0.370
H (1.767, 0.416, 0.647)  0.299
Cl (-0.545, 1.430, -0.403)  -0.237
C (-0.380, -0.054, 0.676)  0.235

15.
One molecule with the formula C3H5ClO2 at a distorted geometry, computed with the ωB97M-V functional and the def2-TZVPD basis.

The calculation puts the max |F| at 2.5 eV/Å. Its structure (SMILES) is O[C@H]1C(Cl)[C@@H]1O. Its HOMO-LUMO gap is 0.3715 hartree. The value obtained for the highest occupied orbital energy is -9.47 eV.

Each line ends with the Mulliken charge.
Element x y z (Å)
H (0.147, -1.124, -0.961)  0.419
C (0.565, 0.854, -0.085)  -0.113
Cl (2.315, 0.846, -0.506)  -0.207
C (-0.095, -0.043, 0.895)  -0.062
C (-0.322, -0.252, -0.535)  -0.268
O (-1.548, 0.111, -0.983)  -0.522
O (0.811, -0.893, 1.515)  -0.496
H (-0.924, 0.438, 1.453)  0.274
H (0.125, 1.854, -0.148)  0.343
H (0.511, -1.798, 1.312)  0.307
H (-1.585, 0.006, -1.958)  0.325

16.
One molecule with the formula C3H5ClO2 at a distorted geometry, computed with the ωB97M-V functional and the def2-TZVPD basis.

The calculation puts the max |F| at 4.4 eV/Å. Its structure (SMILES) is O/C=C/[C@@H](O)Cl. Its HOMO-LUMO gap is 0.3671 hartree. The value obtained for the highest occupied orbital energy is -9.22 eV.

Each line ends with the Mulliken charge.
Element x y z (Å)
O (1.578, 1.564, 0.684)  -0.475
H (2.576, 1.623, 0.695)  0.323
C (1.130, 0.627, -0.266)  0.108
C (-0.404, 0.194, 0.236)  -0.404
H (-0.972, -1.569, -0.976)  0.283
H (-2.835, -1.758, 0.226)  0.324
C (-1.192, -0.797, -0.222)  -0.117
H (-0.724, 0.759, 1.030)  0.354
H (1.250, 1.090, -1.347)  0.275
O (-2.478, -0.871, 0.344)  -0.474
Cl (2.071, -0.861, -0.404)  -0.197

17.
C3H5ClO2P as an isolated structure at a distorted geometry, computed with the ωB97M-V functional and the def2-TZVPD basis.

The calculation puts the max |F| at 5.3 eV/Å. Its HOMO-LUMO gap is 0.2958 hartree. The value obtained for the highest occupied orbital energy is -4.55 eV. Its net charge is -1.

Each line ends with the Mulliken charge.
Element x y z (Å)
O (2.686, -0.297, 1.632)  -0.704
C (0.228, -0.566, 1.596)  -0.799
H (0.135, -1.572, 1.867)  0.365
H (0.842, 1.884, -1.270)  -0.017
H (0.007, -1.063, -1.065)  0.439
H (-0.562, 0.198, 1.938)  0.339
O (1.369, 1.197, 0.654)  -0.609
Cl (-2.106, -0.915, -0.264)  -0.238
H (-0.792, 1.394, -1.987)  -0.036
C (1.578, 0.081, 1.247)  0.699
P (-0.349, 1.496, -0.644)  -0.048
C (-0.444, -0.330, -0.483)  -0.392

18.
One molecule with the formula C3H5ClOS at a distorted geometry, computed with the ωB97M-V functional and the def2-TZVPD basis.

The calculation puts the max |F| at 3.2 eV/Å. Its structure (SMILES) is O=C[C@@H](S)CCl. Its HOMO-LUMO gap is 0.3728 hartree. The value obtained for the highest occupied orbital energy is -9.98 eV.

Each line ends with the Mulliken charge.
Element x y z (Å)
Cl (-2.352, -0.096, -0.011)  -0.187
H (-0.813, -1.788, -0.490)  0.398
H (2.078, -0.359, 1.168)  0.155
S (1.920, -1.012, 0.000)  -0.133
O (1.077, 2.227, -0.132)  -0.464
H (-0.524, -0.962, 1.166)  0.337
C (0.336, -0.071, -0.398)  -0.095
C (0.410, 1.264, 0.248)  -0.156
H (-0.254, 1.440, 1.121)  0.333
H (0.318, 0.017, -1.522)  0.360
C (-0.771, -0.918, 0.117)  -0.546

19.
One molecule with the formula C3H5ClS at a distorted geometry, computed with the ωB97M-V functional and the def2-TZVPD basis.

The calculation puts the max |F| at 2.6 eV/Å. Its structure (SMILES) is C=C(Cl)CS. Its HOMO-LUMO gap is 0.3675 hartree. The value obtained for the highest occupied orbital energy is -9.29 eV.

Each line ends with the Mulliken charge.
Element x y z (Å)
Cl (1.728, -1.354, -0.209)  -0.201
C (-0.673, -0.426, 0.658)  -0.602
S (-2.127, -0.772, -0.370)  -0.181
H (1.890, 1.589, -0.871)  0.255
H (-0.953, 0.374, 1.304)  0.338
H (0.109, 2.006, -0.170)  0.225
H (-0.192, -1.218, 1.270)  0.353
C (0.920, 1.268, -0.350)  -0.676
H (-1.272, -1.449, -1.196)  0.148
C (0.571, -0.017, -0.066)  0.341

20.
A 2-piece molecular cluster, C3H5ClS overall at a distorted geometry, computed with the ωB97M-V functional and the def2-TZVPD basis.

The calculation puts the max |F| at 3.7 eV/Å. Its HOMO-LUMO gap (spin up / spin down) is 0.2802 / 0.2803 hartree. The value obtained for the highest occupied orbital energy (spin up / spin down) is -9.07 / -9.07 eV.

Each line ends with the Mulliken charge.
Element x y z (Å)
H (0.022, 0.002, -1.395)  0.188
H (-2.208, -1.543, -0.977)  0.130
Cl (-2.389, 1.346, 1.173)  -0.419
S (-2.038, -1.746, 0.242)  -0.030
C (-0.857, -0.572, 0.688)  -0.167
H (1.314, 0.954, 1.116)  0.267
C (0.040, 0.041, -0.275)  0.211
H (1.807, 1.297, -0.511)  0.250
C (1.088, 0.797, 0.116)  -0.755
H (-0.638, -0.691, 1.833)  0.324